ORCA calculation (ωB97M-V/def2-TZVPD) on a 6-piece molecular cluster, C15H28F3NO13 overall.

E_tot = -52257.952 eV
Molecular weight = 487.38 g mol⁻¹
2S+1 = 1
Frontier orbital gap = 0.297 hartree
F_max = 11.89 eV Å⁻¹

Geometry as XYZ:
```
60
Properties=species:S:1:pos:R:3:nbo_charge:R:1
N 46.039 -48.239 -42.441 -0.739
H 46.285 -47.610 -42.975 0.422
H 46.715 -48.841 -42.417 0.443
H 45.100 -48.623 -42.757 0.463
H 45.920 -47.827 -41.694 0.385
O 48.449 -48.064 -44.144 -1.332
H 47.998 -48.487 -44.747 0.388
C 50.907 -50.313 -44.632 -0.126
C 51.018 -49.245 -45.726 0.426
O 50.482 -49.853 -46.825 -0.512
C 49.752 -51.023 -46.443 0.989
O 49.030 -51.582 -47.281 -0.606
O 50.020 -51.287 -45.285 -0.457
F 52.375 -49.279 -46.082 -0.368
H 50.610 -49.735 -43.684 0.240
H 51.789 -50.843 -44.332 0.215
H 50.685 -48.351 -45.398 0.192
C 50.996 -46.668 -42.460 -0.125
C 50.451 -47.525 -41.297 0.464
O 51.161 -46.998 -40.104 -0.489
C 51.662 -45.817 -40.503 0.954
O 52.259 -45.056 -39.730 -0.591
O 51.629 -45.629 -41.798 -0.463
F 50.664 -48.814 -41.355 -0.309
H 50.166 -46.229 -43.176 0.246
H 51.618 -47.330 -42.840 0.179
H 49.307 -47.207 -41.206 0.133
C 48.256 -47.389 -47.998 -0.182
C 47.643 -46.322 -47.367 0.432
O 46.643 -46.032 -48.412 -0.486
C 46.616 -46.957 -49.350 0.952
O 45.956 -46.892 -50.443 -0.580
O 47.641 -47.864 -49.083 -0.455
F 48.431 -45.177 -47.253 -0.341
H 48.328 -48.300 -47.340 0.214
H 49.302 -47.133 -48.217 0.228
H 47.323 -46.491 -46.263 0.210
C 45.022 -52.152 -41.682 -0.269
O 45.536 -51.344 -42.699 -0.589
C 46.157 -51.957 -43.879 -0.067
C 46.525 -50.890 -44.874 -0.071
O 45.464 -50.283 -45.150 -0.532
C 45.579 -49.053 -45.900 -0.104
C 44.294 -48.205 -45.801 -0.079
O 43.913 -47.810 -44.488 -0.578
C 42.749 -46.940 -44.498 -0.219
H 45.703 -52.974 -41.216 0.179
H 44.046 -52.607 -42.045 0.174
H 44.620 -51.690 -40.692 0.192
H 45.508 -52.788 -44.348 0.176
H 47.072 -52.487 -43.675 0.181
H 47.168 -51.268 -45.624 0.195
H 47.320 -50.251 -44.193 0.124
H 45.962 -49.211 -46.898 0.207
H 46.320 -48.481 -45.275 0.171
H 43.488 -48.763 -46.288 0.191
H 44.640 -47.268 -46.544 0.173
H 42.534 -46.834 -43.557 0.178
H 41.881 -47.365 -45.151 0.172
H 42.814 -46.045 -44.944 0.179
```